1.
The following is a DFT calculation (ωB97M-V/def2-TZVPD) of 6 unconnected molecules or ions with the total composition C6H24N2O5 in a non-equilibrium geometry.

For the energy above the lowest of the compared OMol25 structures with the same formula, charge and spin, the calculation gives 62.16 kJ/mol. The value obtained for the highest occupied orbital energy is -8.4 eV. The LUMO energy is 0.503 eV. The calculation puts the molar mass at 204.27 g/mol. The gap between HOMO and LUMO is 8.87 eV. The structure (SMILES) is C[C@H](N)CC/C=C/N.O.O.O.O.O.

Each line ends with the natural charge from an NBO analysis.
Atoms and positions in Å:
C 1.50845 -1.80976 -2.54031  -0.623
C 0.77496 -0.85299 -1.56369  -0.022
N -0.60669 -0.62003 -1.97109  -0.895
C 1.49687 0.49248 -1.51399  -0.404
C 1.56902 1.07108 -0.07499  -0.426
C 0.21650 1.37941 0.43629  -0.309
C -0.10229 2.40140 1.20084  -0.009
N -1.48711 2.57445 1.60330  -0.853
H 2.59479 -2.03912 -2.18701  0.207
H 1.58358 -1.39499 -3.55031  0.211
H 0.96757 -2.76904 -2.61193  0.216
H 0.75752 -1.32334 -0.51948  0.144
H -1.24947 -1.15381 -1.45466  0.409
H -0.79541 -0.80784 -2.92603  0.365
H 1.02150 1.19023 -2.17382  0.215
H 2.52023 0.35047 -1.91019  0.200
H 2.18483 2.01126 -0.12006  0.211
H 2.11581 0.38272 0.67228  0.193
H -0.57923 0.68804 0.01036  0.212
H 0.58893 3.07190 1.64750  0.194
H -1.74773 3.39667 2.02324  0.369
H -2.12647 2.31749 0.92021  0.397
O -2.16352 -0.56555 2.31005  -0.963
H -1.33388 -0.59858 2.74301  0.499
H -2.23496 0.33377 2.09821  0.478
O 0.34266 -0.36126 3.17414  -0.979
H 0.40369 0.46344 2.70283  0.478
H 0.87839 -0.99537 2.65825  0.500
O 1.74378 -1.99937 1.55534  -0.936
H 1.27696 -1.95828 0.70143  0.479
H 2.65081 -1.81176 1.40641  0.483
O -2.19047 -2.08933 0.09718  -1.023
H -2.16807 -2.99710 0.46087  0.475
H -2.23186 -1.44538 0.87460  0.510
O -2.36077 1.90012 -1.15744  -0.963
H -1.93758 1.05277 -1.34072  0.492
H -1.88134 2.51519 -1.68063  0.469

=====

2.
The following is a DFT calculation (ωB97M-V/def2-TZVPD) of a molecular structure, C5H10O4Rh in a non-equilibrium geometry.

Its multiplicity is 5. The total charge is +1. As for the expectation value of S²: 6.014. The value obtained for the highest occupied orbital energy (spin up / spin down) is -12.9 / -14.1 eV. The LUMO energy (spin up / spin down) is -4.380 / -5.945 eV. The calculation puts the molar mass at 237.04 g/mol. The gap between HOMO and LUMO (spin up / spin down) is 8.49 / 8.17 eV.

Each line ends with the natural charge from an NBO analysis.
Atoms and positions in Å:
O 0.72253 -2.11131 -4.20131  -0.641
C -0.42870 -2.38283 -4.82266  0.209
C -1.62449 -2.29006 -4.19542  0.121
O -0.70297 -2.35894 -0.40837  -0.808
C -2.23836 -1.38020 -1.00995  -0.020
C -1.67745 0.03536 -0.93937  -0.133
O -0.47990 0.16536 -1.72593  -0.576
C -0.31680 1.42654 -2.36975  -0.257
H -0.38182 -2.77158 -5.84859  0.211
H -2.57912 -2.54634 -4.66091  0.217
H -2.86978 -1.55670 -0.12609  0.227
H -3.06454 -1.31284 -1.73911  0.240
H -2.42741 0.77782 -1.23881  0.223
H -1.33523 0.22537 0.08628  0.202
H 0.43972 1.28994 -3.14974  0.214
H -1.26332 1.75151 -2.82307  0.202
H 0.02644 2.16466 -1.63269  0.213
Rh 0.24767 -1.55096 -2.43720  1.314
O -1.60480 -2.13429 -2.83244  -0.633
H -0.13640 -1.78142 0.13655  0.473